# 1
This record from the OMol25 dataset describes a 5-piece molecular cluster, C43H81I2O16P2 overall. The level of theory is the ωB97M-V functional and the def2-TZVPD basis.

For the molar mass, the calculation gives 1169.861 g mol⁻¹. As for the orbital gap: 7.13 eV. Its LUMO energy is 1.881 eV. The charge is -1.

CARTESIAN COORDINATES (ANGSTROEM)
C (-1.148, -6.435, 2.379)
C (-1.304, -5.279, 1.399)
I (0.742, -4.727, 0.894)
C (-1.981, -3.999, 1.941)
I (-1.942, -3.837, 4.093)
C (-3.392, -3.771, 1.302)
C (-4.267, -5.048, 1.369)
C (-4.559, -5.717, 0.019)
C (-4.890, -7.217, 0.168)
C (-3.737, -8.091, 0.608)
O (-2.645, -8.117, -0.300)
O (-3.023, -3.429, -0.011)
P (-4.135, -2.283, -0.778)
C (-2.824, -0.883, -0.749)
C (-3.345, 0.444, -0.224)
O (-2.831, 1.546, -0.980)
C (-2.715, 2.715, -0.214)
C (-1.755, 3.713, -0.855)
O (-0.654, 3.072, -1.497)
C (0.315, 2.587, -0.646)
C (0.251, 1.244, -0.220)
C (1.252, 0.727, 0.632)
C (2.374, 1.498, 1.067)
C (3.468, 0.913, 1.967)
C (4.025, 2.070, 2.837)
C (2.887, -0.100, 2.994)
C (4.684, 0.365, 1.189)
C (4.461, -0.430, -0.118)
C (4.213, 0.495, -1.346)
C (5.806, -1.133, -0.400)
C (3.399, -1.555, -0.039)
C (2.410, 2.849, 0.632)
C (1.391, 3.391, -0.195)
O (-4.703, -1.833, 0.822)
C (-3.988, -2.446, 1.862)
P (-5.256, -2.535, 3.203)
O (-5.305, -3.801, 3.957)
O (-4.939, -1.307, 4.203)
O (-6.665, -2.119, 2.591)
H (-0.361, -6.237, 3.096)
H (-0.852, -7.332, 1.832)
H (-2.090, -6.665, 2.871)
H (-1.807, -5.595, 0.495)
H (-1.393, -3.158, 1.598)
H (-3.843, -5.793, 2.038)
H (-5.231, -4.798, 1.803)
H (-3.742, -5.625, -0.696)
H (-5.446, -5.271, -0.416)
H (-5.322, -7.569, -0.769)
H (-5.675, -7.317, 0.924)
H (-3.392, -7.834, 1.611)
H (-4.102, -9.119, 0.673)
H (-2.652, -7.326, -0.844)
H (-3.586, -2.704, -2.054)
H (-5.005, -1.359, -1.499)
H (-5.192, -3.256, -0.889)
H (-2.023, -1.209, -0.076)
H (-2.356, -0.769, -1.725)
H (-4.440, 0.486, -0.249)
H (-3.060, 0.521, 0.831)
H (-2.357, 2.501, 0.797)
H (-3.693, 3.206, -0.160)
H (-2.261, 4.252, -1.656)
H (-1.410, 4.455, -0.133)
H (-0.555, 0.603, -0.545)
H (1.186, -0.305, 0.944)
H (3.247, 2.545, 3.429)
H (4.591, 2.787, 2.248)
H (4.751, 1.624, 3.522)
H (1.805, -0.158, 2.940)
H (3.102, 0.252, 4.002)
H (3.343, -1.083, 2.919)
H (5.273, -0.274, 1.851)
H (5.333, 1.205, 0.930)
H (5.001, 0.374, -2.084)
H (3.270, 0.233, -1.821)
H (4.128, 1.528, -1.021)
H (5.740, -1.732, -1.308)
H (6.564, -0.369, -0.594)
H (6.129, -1.743, 0.440)
H (3.803, -2.434, -0.547)
H (2.504, -1.305, -0.598)
H (3.165, -1.877, 0.971)
H (3.194, 3.536, 0.913)
H (1.436, 4.432, -0.492)
H (-3.140, -1.840, 2.208)
H (-3.984, -1.167, 4.192)
H (-6.759, -2.486, 1.701)
O (3.262, 6.680, 1.160)
C (4.362, 6.916, 0.750)
O (4.960, 6.009, -0.050)
C (6.186, 6.254, -0.737)
C (7.392, 5.965, 0.134)
C (5.122, 8.153, 1.172)
H (6.205, 7.266, -1.146)
H (6.177, 5.575, -1.588)
H (7.422, 6.617, 1.007)
H (8.314, 6.103, -0.431)
H (7.353, 4.938, 0.498)
H (5.594, 7.961, 2.135)
H (4.408, 8.964, 1.283)
H (5.877, 8.479, 0.460)
O (6.472, -3.651, 3.014)
C (5.958, -4.659, 2.611)
O (4.972, -5.218, 3.332)
C (4.185, -6.322, 2.874)
C (4.868, -7.641, 3.172)
C (6.452, -5.355, 1.363)
H (3.928, -6.217, 1.820)
H (3.250, -6.260, 3.427)
H (5.819, -7.730, 2.646)
H (4.231, -8.475, 2.874)
H (5.078, -7.723, 4.238)
H (7.309, -5.974, 1.623)
H (6.767, -4.591, 0.656)
H (5.702, -5.967, 0.867)
O (1.586, 8.159, -4.773)
C (1.007, 7.161, -5.110)
O (0.079, 6.635, -4.296)
C (-0.785, 5.559, -4.688)
C (-0.137, 4.206, -4.486)
C (1.362, 6.442, -6.393)
H (-1.134, 5.704, -5.713)
H (-1.659, 5.648, -4.046)
H (0.755, 4.095, -5.105)
H (-0.834, 3.406, -4.736)
H (0.168, 4.085, -3.449)
H (2.223, 5.802, -6.207)
H (1.631, 7.190, -7.135)
H (0.555, 5.845, -6.808)
O (-5.394, 5.118, -1.191)
C (-6.146, 4.356, -1.734)
O (-7.260, 4.857, -2.315)
C (-8.125, 4.071, -3.135)
C (-9.145, 3.307, -2.315)
C (-5.928, 2.863, -1.714)
H (-7.548, 3.415, -3.788)
H (-8.633, 4.787, -3.780)
H (-8.667, 2.593, -1.646)
H (-9.828, 2.763, -2.968)
H (-9.721, 3.996, -1.698)
H (-6.312, 2.459, -0.778)
H (-4.859, 2.672, -1.769)
H (-6.385, 2.339, -2.549)

# 2
This record from the OMol25 dataset describes a 2-piece molecular cluster, C15H30Cl3FN3O6P overall. The level of theory is the ωB97M-V functional and the def2-TZVPD basis.

For the molar mass, the calculation gives 504.751 g mol⁻¹. As for the orbital gap: 8.77 eV. Its LUMO energy is -0.043 eV. Its SMILES is CC(=O)N(C)CCCC[PH](CN)(COCOCCO)C(=O)NC(=O)F.ClC(Cl)Cl.

CARTESIAN COORDINATES (ANGSTROEM)
C (2.600, -2.424, 1.676)
C (3.797, -1.655, 0.796)
O (4.948, -1.460, 1.468)
N (3.504, -1.203, -0.616)
C (2.878, -2.283, -1.468)
C (4.678, -0.524, -1.282)
C (4.544, 1.141, -1.196)
C (2.947, 1.595, -1.398)
C (2.334, 1.741, 0.118)
P (0.532, 2.365, 0.205)
C (-0.626, 1.530, 1.524)
N (-1.986, 2.234, 1.630)
C (-0.121, 1.080, -1.049)
O (-1.586, 0.995, -1.152)
C (-2.038, -0.436, -1.154)
O (-3.432, -0.427, -1.625)
C (-4.352, -1.060, -0.668)
C (-5.704, -1.537, -1.530)
O (-6.496, -2.426, -0.631)
C (0.941, 3.681, 1.569)
O (1.629, 3.429, 2.687)
N (0.425, 5.124, 1.413)
C (-0.290, 5.473, 2.733)
O (-1.099, 4.600, 3.386)
F (-0.128, 6.822, 3.380)
H (3.017, -3.295, 2.339)
H (2.138, -1.625, 2.428)
H (1.711, -2.794, 1.013)
H (2.815, -2.009, -2.627)
H (3.460, -3.295, -1.382)
H (1.740, -2.409, -1.133)
H (5.733, -0.913, -0.957)
H (4.593, -0.762, -2.449)
H (5.008, 1.554, -0.204)
H (5.149, 1.633, -2.092)
H (2.915, 2.658, -1.939)
H (2.462, 0.753, -2.050)
H (3.035, 2.526, 0.681)
H (2.390, 0.755, 0.764)
H (0.074, 3.410, -0.712)
H (-0.174, 1.544, 2.604)
H (-0.770, 0.378, 1.249)
H (-2.253, 2.684, 0.725)
H (-2.676, 1.465, 1.870)
H (0.281, 1.255, -2.157)
H (0.283, 0.018, -0.702)
H (-1.305, -1.037, -1.862)
H (-2.045, -0.906, -0.070)
H (-3.928, -2.052, -0.195)
H (-4.689, -0.367, 0.223)
H (-5.344, -2.142, -2.468)
H (-6.385, -0.627, -1.839)
H (-6.961, -1.771, -0.014)
H (-0.364, 5.042, 0.726)
C (-3.671, -5.171, 0.293)
Cl (-2.586, -3.773, 0.384)
Cl (-3.509, -5.983, -1.273)
Cl (-3.341, -6.301, 1.617)
H (-4.700, -4.816, 0.392)

# 3
This record from the OMol25 dataset describes one molecule with the formula C2H4N4. The level of theory is the ωB97M-V functional and the def2-TZVPD basis.

For the molar mass, the calculation gives 84.082 g mol⁻¹. As for the orbital gap: 11.28 eV. Its LUMO energy is 0.354 eV. Its SMILES is Cn1cnnn1. As for the energy above the lowest of the compared OMol25 structures with the same formula, charge and spin: 319.1 kJ/mol.

CARTESIAN COORDINATES (ANGSTROEM)
C (-1.381, -0.262, 0.122)
N (-0.123, 0.352, -0.645)
C (0.899, 1.099, -0.043)
N (1.872, 0.325, 0.318)
N (1.493, -0.948, -0.037)
N (0.414, -0.919, -0.677)
H (-1.146, -1.066, 0.854)
H (-2.019, -0.706, -0.644)
H (-1.814, 0.580, 0.626)
H (0.984, 2.184, 0.006)

# 4
This record from the OMol25 dataset describes one molecule with the formula C4H5NOS. The level of theory is the ωB97M-V functional and the def2-TZVPD basis.

For the molar mass, the calculation gives 115.157 g mol⁻¹. As for the orbital gap: 10.09 eV. Its LUMO energy is 0.741 eV. Its SMILES is Cc1conc1S. As for the energy above the lowest of the compared OMol25 structures with the same formula, charge and spin: 174.7 kJ/mol.

CARTESIAN COORDINATES (ANGSTROEM)
C (0.329, 1.619, -0.047)
C (0.274, 0.129, 0.010)
C (1.388, -0.611, 0.002)
C (-0.782, -0.864, -0.020)
H (1.384, 2.007, -0.049)
H (-0.197, 2.003, -0.900)
H (-0.189, 2.069, 0.869)
H (2.416, -0.305, -0.047)
H (-2.940, -1.586, 0.343)
N (-0.300, -2.068, -0.033)
O (1.099, -1.948, -0.067)
S (-2.483, -0.446, -0.062)

| no. | E_HOMO (eV) |
| --- | --- |
| 1 | -5.3 |
| 2 | -8.8 |
| 3 | -10.9 |
| 4 | -9.3 |